ORCA calculation (wB97M-V/def2-TZVPD) on an isolated molecule of C2H3NOS at a distorted geometry.

Last column: natural (NBO) charge in e.
Cartesian coordinates (Å):
C1 1.893 -0.740 0.324  -0.40
O1 4.362 0.002 0.361  -0.92
C2 -0.020 0.412 0.051  -0.15
S1 3.073 0.168 -0.317  1.05
H1 0.686 1.225 0.527  0.22
H2 0.261 -1.440 -0.585  0.42
H3 -0.957 0.395 -0.292  0.19
N1 0.696 -0.610 -0.183  -0.42

Summary:
Gap between HOMO and LUMO (alpha / beta), eV: 8.26 / 8.26
E_LUMO (alpha / beta), Ha: -0.0087 / -0.0087
Relative energy (zero: lowest compared OMol25 entry of this formula, charge and spin), kcal/mol: 103.1
HOMO (alpha / beta), eV: -8.5 / -8.5
Total charge: 0